Below is 15 unconnected molecules or ions with the total composition C18H66O24, with properties calculated with wB97M-V/def2-TZVPD.

XYZ file:
```
108
Properties=species:S:1:pos:R:3:forces:R:3:lowdin_charge:R:1
O -0.685 -3.290 -1.729 -0.228 1.035 0.972 -0.034
H -1.157 -4.012 -2.076 -0.154 -2.244 -1.265 0.053
H -1.464 -2.901 -1.285 0.261 0.859 0.698 0.027
O -2.950 3.388 -0.220 -0.253 -0.122 -0.829 -0.051
H -3.754 3.213 0.272 -0.603 0.097 0.300 0.022
H -3.217 3.254 -1.166 0.462 0.031 0.465 0.063
O 4.862 0.333 -1.527 -0.147 -0.491 0.419 -0.071
H 4.618 -0.606 -1.558 0.295 0.361 -0.121 0.030
H 3.999 0.759 -1.716 0.828 -0.069 0.177 -0.031
O -0.874 -1.344 -3.542 0.139 -0.098 0.015 -0.052
H -0.896 -2.046 -2.865 0.818 -0.374 -0.328 -0.021
H -1.668 -0.905 -3.275 -0.855 0.879 -0.177 0.006
O -2.781 -1.772 -0.647 0.000 -0.490 -0.429 -0.045
H -2.938 -2.132 0.239 0.215 0.628 -0.136 0.068
H -2.290 -0.929 -0.614 -0.290 0.066 0.739 0.022
O 2.203 2.552 0.773 0.595 -0.445 0.264 -0.015
H 1.805 3.153 0.167 -1.157 0.936 -0.558 0.020
H 3.092 2.542 0.414 0.606 -0.346 0.319 0.054
C -0.372 1.188 4.067 -0.281 1.137 0.699 -0.232
C -1.681 0.700 3.511 1.249 1.663 -0.350 -0.233
O -1.507 -0.550 2.911 -0.608 -0.236 -0.223 -0.068
O -0.422 2.333 4.911 -0.947 -0.201 -0.242 -0.035
H 0.330 1.402 3.318 1.059 -0.175 -1.445 0.107
H -0.036 0.436 4.677 1.360 -1.878 1.443 0.098
H -1.874 1.503 2.796 -1.090 -0.283 -0.411 0.097
H -2.335 0.691 4.351 -1.144 -0.060 0.516 0.128
H -2.387 -0.809 2.573 0.473 0.072 -0.021 0.069
H -0.917 3.036 4.464 0.152 0.124 0.390 0.031
C -0.527 4.336 2.063 -0.882 0.450 0.705 -0.237
C -1.914 4.409 2.726 1.704 0.893 0.279 -0.218
O -1.764 4.695 4.112 0.754 -0.768 -0.426 -0.038
O -0.684 4.284 0.679 -0.464 -0.735 -0.698 -0.080
H 0.120 3.572 2.499 -0.221 -0.516 -0.218 0.107
H -0.037 5.246 2.307 0.572 1.035 0.215 0.115
H -2.410 3.509 2.507 -0.942 -1.565 0.184 0.067
H -2.490 5.184 2.283 -0.376 0.877 -0.726 0.122
H -2.565 5.076 4.435 -0.783 0.321 0.427 0.087
H -1.596 3.943 0.455 1.195 0.499 0.025 0.028
C -4.892 1.663 1.949 -0.365 -0.547 1.138 -0.239
C -4.839 0.268 1.351 0.706 0.290 -0.670 -0.188
O -4.140 -0.609 2.278 -1.198 0.483 -0.340 -0.077
O -5.237 2.664 1.013 -0.054 -0.362 0.574 -0.044
H -3.991 1.936 2.480 0.830 -0.011 -0.697 0.095
H -5.551 1.623 2.820 -0.819 0.295 -0.137 0.130
H -4.324 0.366 0.382 0.709 -0.448 0.624 0.109
H -5.814 -0.110 0.989 0.025 -0.053 0.964 0.131
H -4.492 -0.428 3.177 0.213 -0.290 -0.810 0.120
H -6.156 2.498 0.822 -0.563 0.367 -0.480 0.108
C 1.987 0.478 -3.015 -2.028 -1.670 -1.528 -0.249
C 2.702 0.247 -4.353 -0.694 -0.061 0.299 -0.235
O 4.050 -0.107 -4.151 -0.287 0.368 -0.789 -0.046
O 2.616 1.370 -2.164 -0.458 2.246 -0.365 -0.077
H 1.771 -0.489 -2.551 0.520 0.185 0.381 0.109
H 1.000 0.922 -3.216 -0.030 -0.474 -0.280 0.097
H 2.519 1.094 -5.023 0.617 0.420 0.095 0.117
H 2.201 -0.555 -4.890 -0.057 -0.401 0.231 0.109
H 4.525 0.726 -4.079 0.407 -0.255 0.312 0.092
H 2.341 2.200 -2.616 0.892 -0.174 1.106 0.145
C 4.523 -2.389 3.157 0.079 -0.320 0.448 -0.248
C 4.283 -1.839 1.748 0.244 0.217 1.331 -0.268
O 5.501 -2.022 1.087 -0.205 0.373 -3.358 -0.074
O 3.472 -2.126 4.035 0.107 0.967 1.006 -0.067
H 5.482 -2.088 3.639 -0.628 0.275 -0.674 0.133
H 4.523 -3.465 3.176 0.784 -0.849 -0.938 0.103
H 3.880 -0.821 1.725 0.627 0.374 0.418 0.119
H 3.485 -2.354 1.264 -0.627 -1.001 -0.371 0.088
H 5.278 -1.921 0.096 0.929 -0.204 2.378 0.115
H 2.681 -2.078 3.513 -0.868 0.487 -0.028 0.010
C 2.284 -3.215 -3.496 0.364 -1.529 -0.553 -0.266
C 2.369 -4.724 -3.665 3.024 0.658 -2.417 -0.312
O 1.218 -5.384 -3.403 -3.220 -1.558 0.079 -0.052
O 2.186 -3.037 -2.128 -0.093 1.510 1.108 -0.053
H 1.415 -2.877 -4.063 -0.296 0.279 0.104 0.112
H 3.160 -2.713 -3.930 0.013 -0.112 0.389 0.120
H 3.235 -5.155 -3.093 -0.879 0.495 -0.120 0.141
H 2.610 -4.889 -4.720 0.424 -0.112 -0.234 0.114
H 0.727 -5.616 -4.233 0.927 0.469 1.265 0.124
H 1.250 -3.076 -1.924 -0.250 -0.090 0.426 0.032
C 0.518 -3.083 3.424 0.524 -0.056 0.368 -0.249
C 1.180 -3.659 2.214 0.102 -1.963 2.308 -0.236
O 0.639 -4.972 2.158 -0.450 -0.833 -2.596 -0.072
O 0.829 -1.733 3.576 -0.669 0.904 0.088 -0.075
H 0.869 -3.654 4.276 0.298 -0.014 0.391 0.130
H -0.536 -3.280 3.418 -0.856 0.101 -0.401 0.116
H 2.225 -3.845 2.406 0.675 0.756 -0.125 0.110
H 1.017 -3.136 1.336 -0.299 1.290 -1.732 0.092
H 0.688 -5.155 1.185 -0.229 -0.483 1.411 0.106
H 0.023 -1.236 3.312 0.721 -0.281 0.092 0.045
C -0.364 0.922 0.001 -0.083 -0.690 1.421 -0.207
C 0.253 -0.516 0.096 -0.122 2.135 1.416 -0.216
O 1.594 -0.279 0.384 1.342 -0.136 0.244 -0.062
O -1.746 0.906 -0.163 -1.749 -0.775 -0.434 -0.102
H 0.045 1.449 -0.839 0.838 0.255 -0.509 0.098
H -0.188 1.519 0.927 0.650 -0.712 -0.561 0.118
H 0.209 -1.083 -0.784 -0.570 -0.598 -1.828 0.067
H -0.172 -1.149 0.894 -0.009 0.607 -0.071 0.109
H 1.885 0.568 -0.006 -0.209 -0.401 0.353 0.050
H -2.097 1.814 -0.095 -0.007 -0.155 -0.127 0.045
C -1.667 2.427 -4.624 -1.355 0.996 2.031 -0.284
C -1.755 2.377 -3.102 0.637 -0.109 -1.432 -0.231
O -3.095 2.520 -2.718 0.120 1.777 0.547 -0.037
O -0.369 2.220 -4.970 1.818 -1.252 -1.585 -0.037
H -2.116 3.382 -4.894 0.565 0.325 -0.555 0.132
H -2.337 1.705 -4.985 -0.913 -1.340 -0.911 0.108
H -1.106 3.170 -2.768 -0.129 0.393 0.791 0.138
H -1.361 1.425 -2.792 0.311 -0.422 0.506 0.094
H -3.450 1.669 -2.833 -1.192 -1.601 -0.046 0.085
H -0.290 1.299 -5.316 0.105 1.177 0.411 0.123
```
Forces are in eV/Å.

Computed properties:
orbital gap	8.16	eV
electronic energy	-2530.92740	a.u.
ΔE to the lowest compared entry with this formula, charge and spin	91.1	kcal per mole
net charge	0

---

Below is a molecular structure, C18H68InN34O20, with properties calculated with wB97M-V/def2-TZVPD.

XYZ file:
```
141
Properties=species:S:1:pos:R:3:forces:R:3:lowdin_charge:R:1
In 1.699 -3.074 2.105 -0.594 0.808 -1.115 1.397
C 0.655 -0.638 -0.254 0.939 0.525 0.005 -0.939
O 0.276 0.313 -0.944 -0.243 1.213 -0.846 0.000
O 0.136 -0.837 0.866 -1.219 -1.213 2.736 0.075
O 1.586 -1.400 -0.470 1.917 -1.563 -1.442 0.085
C -1.418 -4.193 -0.898 0.843 1.517 -1.290 -0.778
O -0.483 -4.340 -0.166 3.187 -1.249 2.577 0.043
N -2.426 -3.452 -0.625 -3.833 2.904 3.152 0.196
N -1.413 -4.398 -2.182 1.271 -2.405 -3.933 0.200
H -2.318 -2.868 0.191 -0.599 -0.403 -0.101 0.081
H -3.136 -3.263 -1.318 -0.566 0.050 0.356 0.050
H -0.609 -4.859 -2.584 -0.377 -0.171 -0.310 0.115
H -2.248 -4.237 -2.726 0.390 -0.275 -0.083 0.099
C 3.172 -4.866 -1.258 0.303 0.051 3.031 -0.777
O 3.120 -4.749 -0.039 -0.305 0.883 2.897 0.011
N 4.050 -5.631 -1.802 2.570 -2.623 -1.419 0.215
N 2.449 -4.237 -2.085 -3.704 2.427 -3.901 0.217
H 3.944 -5.750 -2.799 0.925 -0.533 0.210 0.137
H 4.676 -6.148 -1.201 -0.202 -0.250 -0.524 0.141
H 2.051 -3.319 -1.948 -0.293 -0.540 0.478 0.107
H 2.461 -4.583 -3.034 -0.240 0.607 -0.217 0.130
C -0.380 -1.616 7.479 2.328 1.984 0.014 -0.837
O 0.292 -0.635 7.684 1.396 2.504 -0.250 0.046
N -0.624 -2.131 6.328 -0.929 -0.692 -5.028 0.188
N -0.841 -2.342 8.406 -2.576 -3.240 4.958 0.176
H -0.876 -3.107 6.272 0.321 0.384 -0.442 0.118
H -0.184 -1.635 5.566 -0.143 -0.505 -0.779 0.065
H -1.657 -2.864 8.120 0.347 -0.519 1.193 0.121
H -0.342 -2.388 9.283 -0.842 0.033 0.076 0.139
C -2.047 -3.256 2.964 3.560 0.581 0.814 -0.772
O -0.900 -3.605 3.235 1.419 -1.518 0.016 -0.055
N -3.143 -3.716 3.415 -4.023 -4.125 3.367 0.210
N -2.301 -2.167 2.344 -1.074 5.312 -3.672 0.184
H -3.107 -4.393 4.163 -0.067 -0.104 -0.254 0.139
H -4.039 -3.264 3.296 0.304 -0.252 -0.102 0.134
H -1.690 -1.674 1.709 0.349 -0.132 0.508 0.076
H -3.262 -1.865 2.405 0.379 0.489 -0.571 0.118
C 3.482 1.050 2.492 -2.201 -3.928 -1.335 -0.814
O 2.795 0.109 2.061 -0.871 -0.633 -0.353 -0.031
N 4.325 0.898 3.427 3.090 -1.010 4.010 0.221
N 3.481 2.180 1.922 -0.373 4.792 -2.167 0.208
H 4.483 -0.063 3.695 0.303 0.356 0.413 0.144
H 4.987 1.641 3.594 0.149 -0.655 0.460 0.133
H 3.033 2.164 1.017 0.294 0.824 -0.123 0.085
H 4.229 2.803 2.190 -0.397 0.424 -0.810 0.135
C -1.300 0.003 -3.921 2.766 1.153 -2.353 -0.749
O -1.555 -0.180 -5.086 -2.077 -0.701 -2.403 0.016
N -0.431 0.987 -3.620 0.831 1.270 2.005 0.182
N -1.540 -0.824 -2.951 -1.058 -1.288 2.199 0.221
H -0.044 0.873 -2.694 0.470 0.643 -0.397 0.037
H 0.015 1.628 -4.260 -0.537 -0.432 -0.192 0.128
H -1.027 -0.634 -2.102 -0.610 -0.744 0.099 0.073
H -2.061 -1.661 -3.169 0.351 0.007 0.326 0.085
C -0.178 0.388 4.080 2.248 -0.770 -1.158 -0.810
O 0.375 -0.677 3.941 0.347 -2.969 -0.095 0.002
N -0.423 0.971 5.162 -1.271 2.334 7.722 0.220
N -0.413 1.210 3.105 -1.291 1.956 -5.329 0.175
H -0.108 0.635 6.061 0.270 -0.751 0.227 0.097
H -0.871 1.867 5.289 -0.144 -0.251 -0.698 0.139
H -0.253 2.198 3.236 -0.309 -0.388 -0.183 0.113
H -0.304 0.785 2.195 0.285 0.489 -0.153 0.072
C -4.417 1.006 4.536 -2.670 -1.346 0.786 -0.714
O -5.519 1.427 4.881 1.056 0.874 -0.827 0.034
N -3.772 1.180 3.371 0.220 1.487 -2.016 0.158
N -3.860 0.009 5.231 1.616 -1.677 1.515 0.145
H -4.236 1.726 2.659 0.157 0.034 0.123 0.105
H -2.819 0.895 3.196 -0.183 0.129 0.179 0.053
H -4.285 -0.352 6.073 0.041 0.414 -0.227 0.116
H -3.028 -0.449 4.887 -0.121 0.020 0.340 0.071
C 0.799 4.123 -0.084 1.483 -0.569 2.031 -0.702
O 0.987 4.042 -1.268 -0.321 -0.211 -3.037 0.000
N 0.747 2.999 0.637 -0.484 -1.419 2.183 0.181
N 0.872 5.236 0.641 -0.102 0.933 0.005 0.221
H 0.593 2.069 0.274 -0.012 0.323 -0.377 0.071
H 0.819 3.067 1.642 -0.081 -0.168 -0.268 0.086
H 0.884 5.191 1.650 -0.214 0.419 -0.387 0.124
H 0.913 6.106 0.130 -0.102 0.140 0.348 0.137
C 3.988 2.147 -2.085 1.652 1.807 -1.435 -0.780
O 5.101 1.682 -2.156 1.060 -0.668 -0.158 0.053
N 3.552 3.225 -2.737 0.410 1.628 -1.770 0.186
N 3.063 1.704 -1.299 -3.202 -3.255 3.959 0.160
H 4.227 3.662 -3.349 -0.342 0.174 0.130 0.123
H 2.690 3.682 -2.479 0.233 0.034 -0.166 0.075
H 2.105 2.019 -1.237 0.308 0.244 -0.485 0.069
H 3.253 0.816 -0.857 0.011 0.048 0.107 0.085
C -1.151 5.581 -3.426 -1.888 4.957 -5.415 -0.784
O -1.769 6.209 -4.323 0.671 -1.179 1.209 0.007
N 0.082 5.793 -3.126 4.330 1.353 0.016 0.178
N -1.651 4.669 -2.712 -3.893 -4.929 3.191 0.167
H 0.468 5.095 -2.507 0.865 0.652 -0.388 0.037
H 0.597 6.196 -3.896 0.301 0.124 0.478 0.129
H -2.522 4.303 -3.068 -0.009 -0.127 0.347 0.139
H -1.034 4.101 -2.150 -0.206 0.112 -0.528 0.056
C -4.594 -2.086 -2.766 -0.606 -4.002 -0.971 -0.749
O -4.724 -3.201 -2.239 0.336 0.254 0.515 -0.002
N -4.427 -1.987 -4.086 0.467 0.301 -1.586 0.178
N -4.601 -0.938 -2.197 0.167 4.323 2.306 0.204
H -4.409 -1.048 -4.457 0.140 -0.572 -0.749 0.115
H -4.235 -2.814 -4.633 -0.303 0.405 0.054 0.116
H -4.763 -0.714 -1.226 -0.229 -0.493 -0.283 0.116
H -4.271 -0.159 -2.749 -0.220 0.132 0.425 0.115
C -2.515 6.260 0.796 0.023 6.584 -1.773 -0.870
O -1.961 6.864 -0.086 1.592 1.784 -1.589 0.053
N -3.273 6.823 1.701 -1.873 1.628 1.899 0.179
N -2.378 5.052 0.923 1.202 -10.312 0.897 0.190
H -3.730 6.180 2.331 -0.020 1.109 0.507 0.109
H -3.037 7.791 1.866 -0.797 -0.174 0.370 0.128
H -1.685 4.617 0.331 -0.656 -0.288 0.155 0.084
H -2.960 4.530 1.563 0.481 -0.369 -0.305 0.126
C 3.529 -1.513 -3.614 1.789 -3.001 -1.731 -0.740
O 3.806 -2.247 -4.561 -0.328 0.409 0.120 0.046
N 3.857 -1.739 -2.352 0.845 -1.257 3.592 0.187
N 2.909 -0.380 -3.625 -2.886 3.598 -2.135 0.197
H 3.139 -1.331 -1.771 0.627 -0.273 0.977 0.048
H 4.169 -2.643 -2.025 0.104 0.145 -0.522 0.103
H 2.455 -0.144 -4.496 -0.017 0.292 0.200 0.126
H 2.509 -0.040 -2.763 0.012 0.390 -0.555 0.071
C -0.183 -3.395 -5.320 3.697 -3.416 -0.304 -0.769
O 0.376 -4.515 -5.356 -0.193 0.681 0.650 -0.013
N 0.507 -2.281 -5.320 2.096 1.535 0.271 0.202
N -1.451 -3.288 -5.222 -5.523 0.402 0.083 0.170
H 1.466 -2.481 -5.074 0.335 0.700 -0.617 0.084
H 0.124 -1.358 -5.466 0.000 -0.151 0.169 0.086
H -1.856 -2.404 -5.497 -0.333 0.064 0.141 0.088
H -1.987 -4.138 -5.321 0.107 0.196 -0.318 0.127
C 5.316 -1.928 0.776 2.075 2.205 0.801 -0.775
O 4.511 -2.464 1.457 -4.070 -3.575 2.618 -0.014
N 5.235 -0.644 0.546 -0.148 2.534 -1.771 0.207
N 6.537 -2.394 0.565 1.703 -2.056 -0.835 0.186
H 6.008 -0.266 0.016 -0.710 0.932 0.097 0.124
H 4.432 -0.154 0.912 0.033 0.004 -0.531 0.067
H 7.114 -2.003 -0.165 0.150 -0.409 0.331 0.121
H 6.747 -3.262 1.038 0.255 0.009 -0.634 0.126
C -2.868 1.610 -0.543 -2.247 -0.691 0.435 -0.844
O -4.039 1.851 -0.539 -3.270 0.986 0.103 0.070
N -2.413 0.506 -0.062 0.574 -5.201 2.646 0.193
N -1.952 2.330 -1.028 3.899 4.321 -2.278 0.209
H -1.441 0.251 0.037 -0.562 0.175 -0.155 0.049
H -3.155 -0.141 0.165 0.509 -0.161 0.211 0.103
H -1.107 1.862 -1.324 -0.075 0.686 -0.104 0.072
H -2.224 3.248 -1.350 0.081 -0.427 -0.110 0.081
```
Forces are in eV/Å.

Computed properties:
orbital gap	1.77	eV
electronic energy	-4283.34288	a.u.
net charge	+1